Entry 1:
Entry from the OMol25 dataset: a 7-piece molecular cluster, C39H44N5O6 overall at a distorted geometry (ωB97M-V/def2-TZVPD).

As for the highest occupied orbital energy: -10.20 eV. As for the max |F|: 7.952 eV/A. Its energy relative to the best compared isomer or geometry (same formula, charge and spin) is 3.90 kcal per mole. Its calculated total energy is -2237.11899 a.u. The total charge is +1. The LUMO energy comes out at -1.88 eV.

```
94
C39H44N5O6 | the OMol25 dataset | ωB97M-V/def2-TZVPD
C -26.019 -7.861 -7.310
C -26.605 -8.006 -8.663
N -25.780 -8.951 -9.534
C -24.725 -8.544 -10.394
C -24.217 -9.777 -11.011
N -24.911 -10.723 -10.320
C -25.728 -10.267 -9.462
C -24.548 -12.141 -10.406
H -26.469 -8.739 -6.774
H -26.049 -7.051 -6.586
H -24.889 -7.890 -7.321
H -26.868 -7.121 -9.167
H -27.463 -8.590 -8.495
H -24.389 -7.354 -10.597
H -23.237 -9.538 -11.350
H -26.383 -10.747 -8.847
H -25.079 -12.633 -11.245
H -24.902 -12.646 -9.430
H -23.540 -12.497 -10.664
N -23.091 -12.145 -13.421
C -21.885 -11.874 -13.836
C -21.705 -11.292 -15.028
C -22.712 -11.161 -16.074
C -23.981 -11.672 -15.658
C -24.131 -12.104 -14.330
H -21.158 -12.141 -13.153
H -20.598 -10.935 -15.527
H -22.433 -10.589 -16.919
H -24.773 -11.847 -16.302
H -24.958 -12.607 -14.119
N -27.493 -13.374 -12.338
C -26.765 -14.424 -11.979
C -26.652 -14.940 -10.733
C -27.401 -14.297 -9.666
C -28.097 -13.210 -9.962
C -28.062 -12.701 -11.337
H -26.231 -15.239 -12.688
H -25.949 -15.857 -10.585
H -27.221 -14.620 -8.672
H -28.604 -12.587 -9.274
H -28.582 -11.846 -11.606
N -27.196 -8.473 -12.892
C -26.130 -8.623 -13.783
C -25.086 -7.680 -13.888
C -25.161 -6.420 -13.379
C -26.340 -6.201 -12.539
C -27.305 -7.275 -12.351
H -25.988 -9.704 -14.153
H -24.201 -7.911 -14.486
H -24.472 -5.644 -13.688
H -26.620 -5.151 -12.088
H -28.193 -6.860 -11.849
C -20.140 -6.875 -8.795
C -19.506 -7.102 -7.419
C -20.268 -7.914 -6.558
C -21.434 -8.523 -7.040
C -22.037 -8.187 -8.184
C -21.367 -7.389 -9.125
O -21.932 -7.049 -10.307
O -19.758 -8.119 -5.289
H -19.734 -6.030 -9.679
H -18.404 -6.555 -7.420
H -21.923 -9.382 -6.343
H -23.040 -8.531 -8.490
H -21.242 -6.642 -10.620
H -19.516 -7.326 -5.028
C -32.775 -9.626 -9.866
C -31.464 -9.622 -10.638
C -30.283 -9.625 -9.969
C -30.299 -9.700 -8.565
C -31.487 -9.844 -7.861
C -32.712 -9.713 -8.444
O -33.880 -9.587 -7.774
O -29.149 -9.474 -10.738
H -33.707 -9.629 -10.474
H -31.378 -9.805 -11.653
H -29.449 -10.002 -7.914
H -31.513 -10.109 -6.814
H -34.580 -9.487 -8.349
H -29.392 -9.093 -11.637
C -20.724 -13.792 -8.981
C -20.719 -12.530 -9.719
C -19.784 -12.170 -10.621
C -18.679 -13.086 -10.834
C -18.680 -14.365 -10.193
C -19.707 -14.666 -9.338
O -19.633 -15.970 -8.912
O -19.810 -10.877 -11.061
H -21.645 -14.181 -8.447
H -21.357 -11.716 -9.445
H -17.889 -12.789 -11.474
H -17.915 -15.141 -10.498
H -18.868 -16.383 -9.300
H -18.972 -10.905 -11.736
```


Entry 2:
Entry from the OMol25 dataset: a 2-piece molecular cluster, C9H14O overall at a distorted geometry (ωB97M-V/def2-TZVPD).

As for the highest occupied orbital energy (spin up / spin down): 0.67 / -3.18 eV. As for the max |F|: 1.152 eV/A. Its energy relative to the best compared isomer or geometry (same formula, charge and spin) is 6.44 kcal per mole. Its calculated total energy is -426.51407 a.u. The expectation value of S² is 0.76. The total charge is -1. The LUMO energy (spin up / spin down) comes out at 3.39 / 3.38 eV. As for the spin multiplicity: 2.

```
24
C9H14O | the OMol25 dataset | ωB97M-V/def2-TZVPD
C -1.966 -2.876 0.361
C -2.649 -2.700 1.715
H -1.109 -2.232 0.156
H -1.682 -3.915 0.251
H -2.606 -2.524 -0.468
H -3.594 -3.246 1.621
H -2.875 -1.655 1.945
H -2.041 -3.128 2.522
C -0.776 0.882 0.952
C 2.584 1.887 -1.576
C 2.140 2.780 -0.652
C 1.960 0.630 -1.687
C 1.002 2.485 0.192
C 0.910 0.266 -0.770
C 0.441 1.195 0.122
O 3.722 2.163 -2.322
H 4.058 1.296 -2.603
H 2.696 3.707 -0.540
H 2.317 -0.101 -2.421
H 0.427 3.317 0.587
H 0.490 -0.723 -0.893
H -1.618 1.493 0.639
H -0.658 1.130 2.016
H -1.173 -0.133 0.852
```


Entry 3:
Entry from the OMol25 dataset: one molecule with the formula C5H8N2 (ωB97M-V/def2-TZVPD).

As for the highest occupied orbital energy: -8.16 eV. As for the max |F|: 0.393 eV/A. Its energy relative to the best compared isomer or geometry (same formula, charge and spin) is 11.09 kcal per mole. Its calculated total energy is -304.81783 a.u. As for the SMILES: CC1=NCC(N)=C1. The LUMO energy comes out at 0.94 eV.

```
15
C5H8N2 | the OMol25 dataset | ωB97M-V/def2-TZVPD
C -0.354 1.905 1.567
C 0.071 0.786 0.668
N 1.207 0.199 0.832
C 1.161 -0.985 -0.009
C -0.074 -0.854 -0.868
N -0.415 -1.746 -1.860
C -0.764 0.204 -0.384
H 0.519 2.292 2.097
H -0.849 2.715 1.024
H -1.065 1.522 2.310
H 2.096 -1.214 -0.536
H 0.996 -1.790 0.719
H 0.349 -2.173 -2.366
H -1.152 -1.437 -2.478
H -1.726 0.576 -0.716
```


Entry 4:
Entry from the OMol25 dataset: F6LiN3O12S6 as an isolated structure at a distorted geometry (ωB97M-V/def2-TZVPD).

As for the highest occupied orbital energy: -5.03 eV. As for the max |F|: 9.822 eV/A. Its energy relative to the best compared isomer or geometry (same formula, charge and spin) is 101.09 kcal per mole. Its calculated total energy is -4063.05526 a.u. The total charge is -2. The LUMO energy comes out at 4.77 eV.

```
28
F6LiN3O12S6 | the OMol25 dataset | ωB97M-V/def2-TZVPD
Li -15.563 -17.561 -12.867
N -16.634 -19.216 -12.895
S -16.310 -20.321 -11.908
O -14.970 -20.412 -11.402
O -17.170 -21.484 -11.854
F -16.960 -19.448 -10.705
S -16.187 -20.232 -14.210
O -17.222 -21.124 -14.772
O -14.770 -20.640 -14.246
F -16.241 -19.046 -15.297
N -14.471 -16.250 -13.739
S -14.607 -15.434 -15.242
O -15.179 -16.276 -16.271
O -13.618 -14.451 -15.587
F -15.789 -14.423 -14.810
S -13.118 -16.910 -14.260
O -11.886 -16.109 -14.165
O -13.218 -18.087 -15.121
F -13.057 -17.688 -12.849
N -15.751 -14.595 -11.192
S -15.398 -15.979 -10.211
O -15.450 -17.230 -10.910
O -15.762 -15.857 -8.819
F -13.780 -15.737 -10.095
S -17.196 -14.945 -11.336
O -18.081 -14.663 -10.218
O -17.559 -15.929 -12.341
F -17.407 -13.620 -12.170
```


Entry 5:
Entry from the OMol25 dataset: C34H57AsClN4OPRuS4 as an isolated structure at a distorted geometry (ωB97M-V/def2-TZVPD).

As for the highest occupied orbital energy (spin up / spin down): -3.89 / -3.85 eV. As for the max |F|: 3.031 eV/A. Its energy relative to the best compared isomer or geometry (same formula, charge and spin) is 25.63 kcal per mole. Its calculated total energy is -6349.18725 a.u. The expectation value of S² is 0.78. The total charge is -1. The LUMO energy (spin up / spin down) comes out at 2.10 / 2.10 eV. As for the spin multiplicity: 2.

```
104
C34H57AsClN4OPRuS4 | the OMol25 dataset | ωB97M-V/def2-TZVPD
Ru -1.122 0.504 0.288
C -0.574 0.400 2.588
C -1.825 1.017 2.462
C -1.565 2.317 1.857
C -0.161 2.410 1.689
C 0.454 1.290 2.181
C 1.917 1.182 2.579
C 2.172 2.271 3.635
C 2.876 1.420 1.413
C 2.187 -0.174 3.224
C -2.443 3.567 1.633
C -2.470 4.362 2.959
C -3.879 3.278 1.172
C -1.815 4.502 0.581
C -3.076 0.432 3.155
C -4.209 0.063 2.186
C -3.613 1.403 4.222
C -2.704 -0.866 3.896
H -0.405 -0.561 3.049
H 0.348 3.281 1.294
H 2.120 3.271 3.187
H 3.171 2.142 4.078
H 1.422 2.220 4.439
H 2.645 2.367 0.907
H 2.797 0.624 0.681
H 3.911 1.472 1.786
H 1.661 -0.272 4.184
H 3.262 -0.297 3.408
H 1.849 -0.992 2.578
H -2.993 3.835 3.764
H -2.983 5.320 2.790
H -1.447 4.579 3.301
H -4.481 2.829 1.971
H -3.903 2.626 0.298
H -4.359 4.220 0.885
H -0.887 4.968 0.954
H -2.527 5.304 0.363
H -1.602 3.994 -0.356
H -4.628 0.926 1.669
H -5.018 -0.443 2.738
H -3.836 -0.613 1.424
H -4.186 2.225 3.782
H -2.793 1.833 4.818
H -4.287 0.863 4.908
H -2.341 -1.638 3.204
H -3.602 -1.254 4.392
H -1.937 -0.697 4.667
S -1.901 0.918 -4.442
As -2.245 1.846 -2.555
S -3.061 0.415 -1.054
S -0.385 2.006 -1.349
S -3.367 3.623 -2.579
O 0.909 -0.553 -0.407
P 1.567 -1.076 -1.677
N 2.046 -0.012 -2.790
C 2.882 1.164 -2.463
C 2.495 2.238 -3.509
C 1.536 1.535 -4.504
C 1.696 0.043 -4.225
N 0.598 -2.155 -2.421
C -0.845 -1.764 -2.677
C -1.328 -2.893 -3.568
C -0.113 -3.191 -4.465
C 1.104 -3.013 -3.540
N 3.002 -1.787 -1.289
C 3.291 -2.503 -0.040
C 4.810 -2.393 0.048
C 5.255 -2.574 -1.412
C 4.111 -1.965 -2.257
H 3.945 0.908 -2.561
H 2.707 1.488 -1.442
H 3.390 2.624 -4.000
H 1.987 3.072 -3.027
H 1.754 1.774 -5.551
H 0.503 1.813 -4.301
H 2.519 -0.378 -4.820
H 0.785 -0.514 -4.447
H -0.944 -0.819 -3.207
H -1.396 -1.666 -1.759
H -2.208 -2.577 -4.130
H -1.577 -3.779 -2.976
H -0.081 -2.471 -5.285
H -0.133 -4.197 -4.897
H 1.943 -2.560 -4.073
H 1.449 -3.973 -3.146
H 2.982 -3.548 -0.079
H 2.781 -2.027 0.780
H 5.248 -3.137 0.716
H 5.079 -1.396 0.410
H 5.361 -3.638 -1.635
H 6.210 -2.094 -1.624
H 3.848 -2.629 -3.081
H 4.390 -1.003 -2.694
Cl 0.901 -5.006 0.667
C -0.547 -4.050 0.481
C -1.678 -4.622 -0.050
C -2.797 -3.834 -0.189
C -2.736 -2.503 0.202
N -1.640 -1.952 0.728
C -0.562 -2.718 0.867
H -1.673 -5.669 -0.346
H -3.716 -4.230 -0.607
H -3.592 -1.858 0.068
H 0.320 -2.251 1.298
```